No. 1
Density functional theory data (ωB97M-V/def2-TZVPD) for a cluster of 4 separate species, C5H20N2O4 in total.

The geometry in ORCA input format:
```
! RIJCOSX wB97M-V def2-TZVPD def2/J DEFGRID3
* xyz 0 1
O -3.6587 -0.2852 -1.7370
O -1.3899 0.1445 -3.0686
O 0.2388 0.4878 3.4612
O 1.7579 2.4493 0.8418
N 0.6813 -2.6439 1.0449
N -0.5612 0.4461 -0.2577
C 1.5899 1.6564 -0.3945
C 1.8020 -1.9818 0.3817
C -1.3150 1.2459 0.6924
C 0.8714 0.3340 0.0063
C 1.3768 -0.9335 -0.6551
H -2.9834 -0.7824 -1.3023
H 0.8381 2.3155 -0.8209
H -1.4584 0.8488 1.6967
H -2.3238 -0.0922 -3.1712
H 2.5995 1.5615 -0.7795
H 2.0942 -0.8272 -1.4856
H 2.3154 -1.3699 1.1317
H -0.1753 -2.0963 0.9799
H 0.3621 -0.0723 4.2439
H 0.3768 -3.4734 0.5459
H -3.9143 0.5969 -1.4785
H -2.3482 1.3439 0.3389
H 0.9466 0.2662 1.0951
H -1.0916 0.6048 -3.8566
H 0.6808 -1.3760 -1.3930
H -0.8397 0.5180 -1.2232
H 2.4246 -2.7611 -0.0521
H -0.8568 2.2430 0.7188
H 0.0074 -0.2435 2.9071
H 1.9527 1.8759 1.5895
*
```

Properties
HOMO level   -8.1208 eV
E_LUMO   0.53 eV
SMILES   CN[C@H](CO)CCN.O.O.O
E   -16677.73752 eV



No. 2
Density functional theory data (ωB97M-V/def2-TZVPD) for a structure of composition C22H36Br3MgN4S2Si2Te.

The geometry in ORCA input format:
```
! RIJCOSX wB97M-V def2-TZVPD def2/J DEFGRID3
* xyz 1 1
Te 0.2103 0.0431 -1.2791
Br 3.1222 1.9191 6.3009
Br -3.7132 -0.7429 1.3142
Br -2.2083 2.1076 1.2801
S 2.9713 0.0418 0.7519
S 4.1578 -2.0755 -0.8106
Si 1.4300 2.3978 -3.3102
Si -2.2816 -1.7604 -2.4822
Mg 0.5787 0.0440 1.5464
N 1.0254 1.7747 2.7898
N -0.6563 -0.8479 3.1462
N 1.1274 -2.0246 1.5796
N 2.0645 -2.5494 0.7398
C 0.9736 3.0561 2.4067
C -1.3500 -2.9542 4.0351
C -2.2116 -2.3112 4.9116
C 2.1993 3.7584 4.3269
C -3.8846 1.1578 1.4977
C -4.1403 -1.8257 -2.6488
C 0.3351 1.6861 -4.6481
C 0.6147 2.1102 -1.6245
C 2.2565 2.4309 4.7179
C -1.4790 -0.2391 4.0028
C 1.5466 4.0729 3.1456
C -0.5772 -2.1930 3.1744
C 3.0894 1.5489 -3.2710
C -1.7014 -2.9568 -1.1578
C 3.9437 -3.8522 -1.0531
C 1.6169 4.2414 -3.5426
C -2.2695 -0.9273 4.9064
C -1.7924 0.0010 -1.9998
C -1.4502 -2.1668 -4.1014
C 0.4094 -2.8127 2.2759
C 2.9079 -1.6386 0.3083
C 1.6653 1.4669 3.9236
H 1.7109 0.4203 4.2042
H 1.4834 5.0949 2.7976
H -1.2607 -4.0326 4.0227
H 2.9963 0.4928 -2.9988
H 3.7554 2.0172 -2.5388
H 2.1396 4.4671 -4.4780
H 0.8133 1.8119 -5.6251
H -4.4990 -1.0694 -3.3541
H -0.3260 2.6474 -1.4830
H -1.8227 0.6476 -2.8823
H 0.1582 0.6152 -4.5159
H -0.6338 2.1950 -4.6903
H -1.9262 -3.9825 -1.4695
H -4.5516 1.5230 0.7311
H -0.6204 -2.9104 -0.9835
H 0.5306 -3.8921 2.2436
H 0.4659 3.2676 1.4723
H -2.9135 -0.3844 5.5850
H 3.5777 1.5985 -4.2497
H 2.1946 4.6891 -2.7281
H -1.4993 0.8443 3.9571
H 2.6586 4.5276 4.9325
H -4.4719 -2.8035 -3.0144
H -1.8049 -1.5174 -4.9076
H -1.6599 -3.2014 -4.3914
H 1.3110 2.4064 -0.8328
H 4.9327 -4.2915 -1.1668
H -2.2055 -2.7872 -0.2010
H -2.8212 -2.8860 5.5967
H -4.2516 1.3778 2.4884
H -2.4408 0.4256 -1.2366
H 3.3514 -4.0436 -1.9461
H -4.6281 -1.6460 -1.6868
H 3.4476 -4.2806 -0.1875
H 0.6427 4.7387 -3.5804
H -0.3631 -2.0601 -4.0354
*
```

Properties
HOMO level   -10.5654 eV
E_LUMO   -3.34 eV
E   -289649.40918 eV



No. 3
Density functional theory data (ωB97M-V/def2-TZVPD) for a structure of composition C33H29N6O4Se2SiY.

The geometry in ORCA input format:
```
! RIJCOSX wB97M-V def2-TZVPD def2/J DEFGRID3
* xyz -2 1
Y -0.3546 1.0452 0.2914
Se -1.3582 6.0654 -0.7609
Se 0.6224 1.6948 2.6550
Si -0.6849 0.6680 -2.4605
O 5.8542 0.4083 2.8233
O 1.9786 -3.0461 0.1581
O 0.0913 -1.3464 0.4273
O 5.1682 1.6970 5.1928
N 2.2968 0.3859 -0.3228
N -0.3486 3.3063 -0.3740
N -1.8618 -0.3844 1.7134
N 3.7308 0.8680 3.4771
N -1.2654 -1.4652 2.2962
N -2.9137 1.8168 0.5978
C -0.6575 -3.4819 -3.2332
C -2.4090 1.0831 -3.2138
C -4.8377 0.8082 -3.1768
C -0.7479 4.3920 -0.5317
C 2.5451 -4.3797 1.9962
C -3.4588 2.8806 0.0148
C -2.5793 1.9710 -4.2862
C 0.4838 -1.2290 -4.3697
C -3.5738 0.5233 -2.6702
C -4.9773 1.6891 -4.2437
C -0.3409 -1.0586 -3.2476
C 1.7103 -3.4191 1.4174
C -0.2330 -1.8359 1.5700
C 4.1060 0.8133 4.8625
C -4.8717 3.2714 1.8840
C -4.3123 2.1562 2.4906
C -2.7202 0.2387 2.4005
C -3.3385 1.4449 1.8134
C 4.3824 1.1969 -1.1601
C 2.3269 -4.8040 3.2930
C -4.4504 3.6398 0.6196
C 4.6598 0.5946 2.5466
C 0.4491 -3.3257 3.4720
C 0.1594 -3.6205 -4.3501
C 0.6403 -2.8885 2.1608
C 3.0409 0.8706 -1.3153
C -3.8414 2.2745 -4.7938
C 4.9462 1.0793 0.1009
C -0.8917 -2.2225 -2.6910
C 1.2738 -4.2795 4.0441
C 0.7352 -2.4878 -4.9148
C 4.1633 0.6175 1.1430
C 2.8612 0.2316 0.8727
H -3.9385 2.9727 -5.6189
H 2.9917 -5.5418 3.7306
H -1.4991 -2.1433 -1.7929
H -3.4909 -0.1446 -1.8156
H 4.9538 1.5645 -2.0019
H 1.3494 -2.3127 -0.0603
H 3.2381 1.1017 5.4464
H 5.8722 1.4492 4.5753
H -1.7037 2.4398 -4.7240
H 3.3675 -4.7632 1.4034
H 5.9726 1.3637 0.2987
H -3.0693 3.1478 -0.9602
H 2.7993 1.2752 3.2120
H -5.6234 3.8542 2.4031
H 0.9343 -0.3531 -4.8280
H -2.9654 -0.0698 3.4127
H 1.3818 -2.5842 -5.7816
H 0.1738 1.5002 -3.3983
H -5.7159 0.3547 -2.7290
H 1.1152 -4.5980 5.0678
H -4.6056 1.8428 3.4858
H -1.0950 -4.3604 -2.7705
H -5.9609 1.9248 -4.6345
H 4.3941 -0.2081 5.1096
H -4.8444 4.5113 0.1146
H 2.2431 -0.2087 1.6405
H 2.5359 1.0078 -2.2651
H -0.3642 -2.8776 4.0288
H 0.3557 -4.6021 -4.7668
*
```

Properties
HOMO level   -1.2156 eV
E_LUMO   4.22 eV
E   -191441.74160 eV



No. 4
Density functional theory data (ωB97M-V/def2-TZVPD) for a structure of composition C18H20ClNO11P2RuS2.

The geometry in ORCA input format:
```
! RIJCOSX wB97M-V def2-TZVPD def2/J DEFGRID3
* xyz -1 2
Ru -0.5383 -0.1198 0.6544
Cl -2.8834 -0.8411 3.2948
S -2.1883 0.5161 -0.7225
S 1.1145 0.7877 -0.5594
P 0.5823 2.0632 3.0327
P 1.8235 -0.7238 2.9590
O -1.7403 -1.7555 3.2227
O 1.2644 -1.1926 1.6509
O -2.7157 0.0490 4.4201
O -0.1193 1.6882 4.4218
O -4.0744 -1.6104 3.4388
O -2.9047 -0.0957 2.0519
O 0.9446 3.4892 3.0163
O 1.0040 -1.1449 4.2308
O -0.2138 1.4899 1.8587
O 2.7254 1.1269 4.4683
O 3.2499 -1.3878 3.2293
N -0.3679 -1.7158 -0.7425
C 1.8325 0.0238 -3.0802
C 3.1712 1.5782 2.1569
C -1.0972 2.9406 -1.5095
C -0.7234 3.8737 -2.4623
C 0.2452 -2.2627 -3.0337
C -0.5932 -3.3964 -2.9523
C -1.8836 -3.0808 0.5663
C 1.1084 -0.2515 -1.9383
C -1.1360 -2.7858 -0.6902
C -1.8792 1.4863 -3.2566
C -1.2708 -3.6511 -1.8036
C 2.1446 1.0568 3.1496
C -0.9208 3.6191 -3.8153
C 1.7797 -0.8249 -4.1969
C -1.6671 1.7304 -1.9026
C 0.3161 -1.4284 -1.9036
C 0.9928 -1.9450 -4.1894
C -1.5065 2.4254 -4.2096
H 0.0489 -1.3052 4.0195
H -1.9194 -4.5115 -1.7146
H -2.3158 -4.0795 0.5338
H 3.6436 -0.9713 4.0103
H -0.6822 -4.0530 -3.8104
H -2.3268 0.5463 -3.5576
H 2.4376 0.9213 -3.1106
H 4.1087 1.0285 2.2601
H -0.6210 4.3499 -4.5565
H -0.2693 4.8040 -2.1442
H 0.9233 -2.5923 -5.0549
H 2.0485 1.4591 5.0728
H 2.8195 1.4713 1.1333
H 2.3584 -0.5752 -5.0776
H -1.6721 2.2188 -5.2601
H -2.6943 -2.3596 0.7014
H 3.3363 2.6332 2.3699
H -0.9293 1.1463 4.3570
H -1.2272 -2.9958 1.4289
H -0.9425 3.1345 -0.4555
*
```

Properties
HOMO level (alpha / beta)   -4.8072 / -4.8054 eV
E_LUMO (alpha / beta)   2.00 / 1.58 eV
⟨S²⟩   0.759
E   -98359.18652 eV



No. 5
Density functional theory data (ωB97M-V/def2-TZVPD) for a cluster of 2 separate species, C3H7NO in total.

The geometry in ORCA input format:
```
! RIJCOSX wB97M-V def2-TZVPD def2/J DEFGRID3
* xyz 1 2
O -0.9520 -0.7449 1.3914
N 0.4778 -1.1871 -2.7375
C -0.4392 1.5445 1.4666
C 1.3016 -0.6222 -1.9588
C -1.0398 0.4499 2.0298
H -1.8516 0.4335 2.7604
H -1.4610 -0.5722 0.5718
H 1.9837 0.2168 -2.1977
H -0.1749 1.4389 0.4100
H 0.6739 -2.1974 -2.6737
H 1.6773 -1.2156 -1.0839
H -0.1959 2.4557 2.0216
*
```

Properties
HOMO level (alpha / beta)   -12.9734 / -12.6556 eV
E_LUMO (alpha / beta)   -6.07 / -9.67 eV
⟨S²⟩   0.754
E   -6749.02255 eV



No. 6
Density functional theory data (ωB97M-V/def2-TZVPD) for a cluster of 17 separate species, C67H103O33 in total.

The geometry in ORCA input format:
```
! RIJCOSX wB97M-V def2-TZVPD def2/J DEFGRID3
* xyz -1 1
O -1.8587 -0.7496 5.8536
O -5.6784 3.5021 1.1939
O -9.3672 1.5406 -1.7385
O -3.0623 -2.6417 2.4122
O 3.9752 2.1896 -3.1447
O -6.9419 -0.8974 -3.4545
O 3.5467 5.4231 -0.6111
O 7.2139 -1.2586 -1.4558
O -1.0984 6.9120 -0.9725
O -1.2764 4.8275 -0.0242
O -1.9864 -4.1545 1.1185
O -1.2056 -0.2862 -6.3104
O -8.5627 -1.3706 -4.9471
O -4.0296 2.0076 0.8031
O 2.9870 3.3035 2.8528
O -9.1646 -0.2296 -0.4467
O 0.9618 4.9828 6.2858
O 6.3517 -0.2200 2.3747
O 3.0525 -7.6401 -3.2398
O -3.5365 1.1100 -4.7301
O 4.8492 -1.7376 3.1157
O 1.2586 -6.3498 -2.8352
O 4.1650 3.0835 -5.2000
O 0.8397 3.2239 7.7187
O 0.6431 -1.7158 -0.7100
O 0.1210 -7.3195 3.1165
O -4.6783 2.3239 -3.2623
O 1.3695 -6.5574 1.3654
O 5.0738 -1.4886 -0.9838
O -1.2116 1.3868 5.8162
O 1.9885 3.9593 -1.1867
O 5.1774 3.6509 2.2416
O -2.5595 -1.8010 -7.3304
C 5.2522 2.5940 0.2193
C -2.6218 -2.9899 1.3125
C -8.1359 -1.0754 0.0933
C -2.6459 -3.4209 -1.0033
C 3.2233 -5.2663 -3.5565
C 5.1485 0.1448 4.5114
C 2.1783 2.9098 5.8554
C 6.0888 3.2500 1.2731
C 5.0228 -3.5898 0.1530
C -1.8032 -1.4685 -6.4105
C -7.1370 0.8874 -0.8640
C 0.2109 -0.4399 4.9074
C -4.6193 2.2690 3.0360
C 4.0225 2.0989 0.8856
C 1.3133 3.8491 6.5712
C 3.9260 2.1127 -4.4760
C 4.1946 -2.3702 -0.2098
C -1.6357 -4.3118 -0.2407
C -0.2740 -1.7576 4.3958
C 3.5890 0.9396 -2.5555
C 1.7998 -5.3305 0.8712
C -3.2153 1.1040 1.4527
C 5.5634 -0.5839 3.2252
C 1.0166 3.6615 -2.1871
C 6.3555 -1.9457 -0.9162
C 0.3937 -0.1143 1.1641
C -4.8613 2.6507 1.6052
C 1.4180 2.0063 7.9549
C -5.0963 -1.9916 -4.3020
C -3.6103 2.0623 -3.9768
C -8.6682 0.7739 -1.1258
C -1.4154 -2.3888 -5.2496
C -2.8401 -2.2895 -0.0075
C 0.7761 -4.9815 3.0018
C 2.0578 5.8870 -2.5014
C 2.6091 1.9880 7.0090
C 3.5710 0.6964 -4.9360
C -7.4131 -1.4888 -4.5506
C -1.0870 4.2611 1.2053
C 0.9836 -4.9539 -2.8260
C 3.2210 -0.0670 -3.6726
C 2.0304 -4.3409 -3.6820
C 3.8670 -0.6267 4.9430
C -3.3089 1.5079 2.9265
C -2.5872 3.1307 -3.7692
C -0.8550 6.1263 -0.0827
C 2.6579 5.1023 -1.3515
C 2.5543 -6.5571 -3.1833
C -6.2910 -2.4196 -5.1021
C 3.9892 -1.9724 4.2633
C -0.3178 -0.2071 -5.1619
C 1.0611 4.8851 -3.1871
C -3.0759 3.7524 -2.4569
C -5.5973 -1.2191 -3.1249
C -1.3812 -2.0461 5.3901
C -0.7903 -1.4089 -4.3218
C -0.2517 0.5178 -1.1345
C -0.0599 6.4277 1.1584
C -4.5314 3.4653 -2.4255
C 0.0336 5.0733 1.7764
C 1.6907 -4.2933 1.9904
C -1.0228 0.1952 5.5456
C 6.4809 -3.1180 0.0013
C 3.9324 3.0504 2.1119
C -6.9169 -0.1651 0.2785
C 0.6652 -6.3877 2.5205
C 0.6614 -0.3859 -0.3006
H 2.9975 -0.1099 4.5367
H -2.1842 -3.1758 -1.9598
H -4.8729 3.3472 -1.3971
H -5.1089 4.3042 -2.8138
H 3.9737 1.0699 1.2420
H 0.9010 6.8906 0.9339
H 3.2694 -2.5997 -0.7385
H -5.5054 1.6765 3.2637
H -6.3788 -3.5010 -4.9976
H -0.6548 3.2627 1.1383
H 3.4180 2.4917 7.5382
H -3.5216 -4.0543 -1.1454
H 4.9992 3.2061 -0.6464
H -3.8206 -1.8229 -0.1023
H 3.0574 -2.4972 4.0526
H -1.6137 2.6480 -3.6832
H 4.3518 0.2824 -5.5739
H -6.8978 0.1966 1.3065
H 1.1850 -5.0113 0.0296
H -5.0778 -0.2729 -2.9736
H 3.0785 2.3426 0.3983
H 3.7116 -5.3707 -4.5254
H -8.5839 -1.5404 0.9715
H 4.4171 -2.7007 4.9523
H 6.6465 4.1101 0.9026
H 2.9747 1.0025 6.7207
H -2.0491 4.2783 1.7173
H 1.6830 -0.0125 -0.3709
H -3.4230 0.0446 1.3025
H 1.1812 2.7028 -2.6789
H 1.0586 -4.9844 4.0545
H 7.1560 -3.9221 -0.2917
H 0.9792 -0.6574 5.6494
H 2.7825 0.8478 -5.6731
H 0.7331 1.2028 7.6840
H -2.0146 -1.5945 -0.1613
H -6.9653 1.9229 -0.5700
H -0.3572 0.7440 -4.6308
H -7.7621 -1.9260 -0.4766
H 3.9959 -4.9337 -2.8634
H -2.4925 2.1468 3.2632
H -2.2281 1.2487 1.0137
H 1.2010 4.6081 -4.2320
H -6.5707 0.5962 -1.7486
H -1.7936 -5.3329 -0.5879
H 4.9053 -4.0475 1.1352
H -6.2416 -2.2444 -6.1768
H 0.7141 -0.4305 -5.4328
H -4.5886 -2.9102 -4.0079
H 1.3200 -3.3347 1.6276
H -5.9682 -0.6601 0.0708
H 3.7355 -0.7869 6.0131
H -2.2866 -2.8628 -4.7973
H 3.9155 -1.8491 0.7059
H 0.0524 -1.8556 -3.7942
H -2.5140 3.2600 -1.6632
H 1.5508 2.4165 5.1131
H 4.2623 0.6809 -1.7382
H -0.1998 -4.5268 2.8320
H -0.9078 -2.5101 6.2554
H -0.7287 -3.1590 -5.6009
H 0.9985 4.6084 1.5740
H -2.1941 -2.6251 4.9518
H 3.8466 -0.9591 -3.7033
H 2.6160 -4.0922 2.5304
H -3.3149 0.6094 3.5435
H 6.7442 -2.6685 0.9588
H 1.0728 -0.6427 1.8332
H -0.6287 -0.3925 1.4197
H 0.0245 3.6952 -1.7370
H 0.4817 -2.5384 4.4815
H 2.1852 -0.4042 -3.6328
H -0.1013 1.5582 -0.8463
H 0.6877 0.1611 4.1331
H 2.6151 1.1849 -2.1318
H 1.6570 -4.4351 -4.7017
H -1.5280 -1.1629 -3.5580
H -5.5043 -1.8831 -2.2655
H 2.8020 -5.3839 0.4460
H -4.5240 3.1066 3.7270
H -0.5301 -1.7288 3.3367
H -0.0128 5.1726 2.8609
H 1.1665 -4.5135 -1.8459
H -4.2908 -1.5538 -4.8916
H 5.0576 1.2248 4.3954
H -2.5795 3.8017 -4.6281
H 4.8319 -4.3246 -0.6292
H -0.0819 0.4478 -2.2089
H -0.0617 -4.7274 -3.0363
H -1.2963 0.2617 -0.9576
H 2.8379 6.1980 -3.1964
H 6.7930 2.5307 1.6913
H 1.6083 6.7707 -2.0484
H 0.4004 0.9391 1.4440
H 1.6765 1.9615 9.0129
H 2.1387 -3.2863 -3.4285
H 3.0196 3.3236 5.2995
H 5.6527 1.7090 -0.2751
H -0.6194 -3.9333 -0.3509
H 5.8766 0.0152 5.3121
H 0.0370 5.2548 -3.1366
H -2.7692 4.7924 -2.3455
H -0.5353 7.1781 1.7900
*
```

Properties
HOMO level   -5.6239 eV
E_LUMO   1.23 eV
E   -138720.06001 eV